Molecular formula: C55H53BNO8P2Tl
Method: DFT, wB97M-V/def2-TZVPD

```
! RIJCOSX wB97M-V def2-TZVPD def2/J DEFGRID3
* xyz 0 1
Tl -0.57989 -1.29169 1.38593
C 2.59848 -5.04963 4.77892
C 1.87054 -3.37142 3.17038
C 0.68805 -4.28283 2.86201
C 1.48415 -2.28908 4.22835
C 2.66241 -1.90174 5.14327
O 2.59470 -0.46787 5.21501
C 1.59773 -0.07160 4.38982
N 0.96664 -0.97569 3.75506
C 1.36609 1.40499 4.48217
C 1.68915 1.95882 5.73361
C 1.56147 3.30843 5.98881
C 1.09886 4.15099 4.98841
C 0.75712 3.61581 3.76414
C 0.87823 2.25105 3.47763
P 0.35174 1.71747 1.77618
C -1.31696 2.51403 1.79416
C -1.60177 3.77821 1.28090
C -2.87683 4.31852 1.39462
C -3.89067 3.59931 2.01220
C -3.62044 2.33742 2.52522
C -2.34464 1.80195 2.41643
C 1.31654 2.82505 0.68430
C 2.51614 3.42868 1.05214
C 3.23919 4.17556 0.12862
C 2.77334 4.32578 -1.16972
C 1.58914 3.70789 -1.55142
C 0.87612 2.95193 -0.63438
H 2.08097 -5.93623 4.40973
H 1.96978 -4.56829 5.53460
H 3.53351 -5.35161 5.24551
H 2.86611 -3.73186 1.36934
H 0.15515 -4.59252 3.76445
H 1.02824 -5.17030 2.32083
H 0.00450 -3.74711 2.21148
H 0.67200 -2.71794 4.81981
H 3.62350 -2.18610 4.73350
H 2.56420 -2.29280 6.15339
H 2.04586 1.30471 6.51441
H 1.82732 3.69843 6.96365
H 1.00267 5.21684 5.16080
H 0.37783 4.27774 2.99737
H -0.82827 4.35198 0.78461
H -3.07687 5.30658 0.99621
H -4.88505 4.02153 2.09665
H -4.40485 1.76630 3.00710
H -2.14328 0.82365 2.83939
H 2.89302 3.32024 2.06129
H 4.17080 4.64024 0.42894
H 3.33633 4.91227 -1.88569
H 1.22162 3.81066 -2.56572
H -0.03477 2.45236 -0.94545
O -0.77876 -1.98086 -5.11270
C -0.84879 -2.10414 -3.93066
O -1.13815 -1.03682 -3.10184
C -0.56110 -3.39069 -3.18160
P -0.46727 -3.32075 -1.31250
C -2.22491 -3.69510 -0.89482
C -2.50340 -4.23916 0.36417
C -3.80775 -4.44353 0.78877
C -4.87176 -4.09964 -0.03605
C -4.61421 -3.54945 -1.28134
C -3.30443 -3.34435 -1.70294
C 0.34881 -4.95259 -1.07607
C 1.74084 -4.88886 -0.95821
C 2.49617 -6.04487 -0.81657
C 1.86543 -7.28159 -0.77784
C 0.48286 -7.35554 -0.88912
C -0.27396 -6.19869 -1.03879
H 0.40633 -3.73976 -3.53789
H -1.30102 -4.12652 -3.50346
H -1.68482 -4.52950 1.01531
H -3.99282 -4.87356 1.76612
H -5.89144 -4.26093 0.29008
H -5.43443 -3.27724 -1.93591
H -3.14178 -2.90291 -2.67866
H 2.21832 -3.91163 -0.94691
H 3.57287 -5.97861 -0.71987
H 2.44858 -8.18676 -0.65938
H -0.01216 -8.31931 -0.85973
H -1.35056 -6.27673 -1.12990
C -4.51724 4.84933 -6.90249
C -3.13687 5.20940 -6.33374
C -3.19390 6.63502 -5.77663
C -2.10124 5.18077 -7.47204
C -2.76598 4.18491 -5.25632
C -2.83270 4.48301 -3.89559
C -2.52163 3.54864 -2.90124
C -2.13945 2.30343 -3.32302
O -1.77220 1.19928 -2.57319
B -1.51752 0.21527 -3.51879
O -1.68901 0.66704 -4.81411
C -2.08333 1.98552 -4.66635
C -2.38427 2.89195 -5.64826
H -4.78860 5.53924 -7.70871
H -5.28399 4.90917 -6.12597
H -4.52101 3.83415 -7.30824
H -3.37140 7.33624 -6.59515
H -2.25376 6.91076 -5.29046
H -4.00667 6.76058 -5.05672
H -2.27322 6.01893 -8.15219
H -2.16736 4.26311 -8.06200
H -1.08432 5.26103 -7.07845
H -3.13701 5.47139 -3.57628
H -2.58176 3.79470 -1.84822
H -2.32513 2.59812 -6.68898
O 5.31842 -3.51786 2.39913
C 4.94192 -2.22968 2.18095
C 5.98016 -1.30150 2.14228
C 5.72014 0.03521 1.90502
C 4.41450 0.45244 1.67918
C 3.39000 -0.48335 1.69566
C 3.61048 -1.83060 1.96618
C 2.43163 -2.81732 1.82026
O 2.93158 -4.16056 3.72489
O 1.43143 -2.34051 1.02103
H 4.54881 -4.01252 2.72670
H 6.99163 -1.66183 2.29691
H 6.53691 0.74707 1.88155
H 4.20068 1.49061 1.45705
H 2.37964 -0.18960 1.44572
*
```

Values from the calculation:
calculated total energy: -99717.1014 eV
F_max: 0.012 hartree/bohr

---

Molecular formula: C4H4S2
Method: DFT, wB97M-V/def2-TZVPD

```
! RIJCOSX wB97M-V def2-TZVPD def2/J DEFGRID3
* xyz 0 1
C -3.23392 -0.11651 0.13831
C -2.04980 -0.07768 0.32661
C -0.75640 0.09590 0.75899
C 1.72067 0.18229 -0.26408
S 0.28772 -0.75317 -0.18333
S 3.10490 -0.77914 -0.77968
H -4.09578 -0.30689 -0.50164
H -0.46916 0.87926 1.47918
H 1.75311 0.85882 0.62960
H 3.73867 0.01712 -1.60396
*
```

Values from the calculation:
ΔE to the lowest compared entry with this formula, charge and spin: 4.400 eV
calculated total energy: -25878.3223 eV
F_max: 0.054 hartree/bohr

---

Molecular formula: C5H13NO
Method: DFT, wB97M-V/def2-TZVPD

```
! RIJCOSX wB97M-V def2-TZVPD def2/J DEFGRID3
* xyz 0 1
C -0.80147 0.11110 0.14611
C 1.69470 0.53333 -0.21613
C -2.05443 -1.40731 -0.13677
C -1.37281 1.27342 -0.64491
C 2.74959 -0.16646 0.59864
N 0.24649 -0.62780 -0.30119
O -0.68582 0.44691 1.46748
H -1.02695 -0.27749 2.00895
H 0.17137 -0.80879 -1.29542
H 1.43770 1.50988 0.18859
H 1.94170 0.62658 -1.27627
H -0.83447 2.18952 -0.40652
H -1.62330 -2.34723 0.18664
H -2.85746 -1.10374 0.52786
H -2.33592 -1.40319 -1.18459
H -2.41976 1.40747 -0.37457
H -1.29949 1.08770 -1.71351
H 2.43529 -0.25591 1.63910
H 3.69875 0.37926 0.58254
H 2.93628 -1.16729 0.20395
*
```

Values from the calculation:
ΔE to the lowest compared entry with this formula, charge and spin: 3.427 eV
calculated total energy: -8930.5835 eV
F_max: 0.123 hartree/bohr

---

Molecular formula: C22H41BMnN6O4Si
Method: DFT, wB97M-V/def2-TZVPD

```
! RIJCOSX wB97M-V def2-TZVPD def2/J DEFGRID3
* xyz 0 6
H -1.21680 -0.02855 -2.97861
N -1.01871 1.93286 -2.16573
B -1.16824 4.45032 -1.77492
N -1.49301 3.16336 -2.57787
C -2.22752 3.02933 -3.69042
Mn 0.06199 1.63678 -0.37002
H -2.67285 3.89953 -4.13760
C -2.24178 1.67923 -4.04490
H -2.72744 1.22882 -4.87083
C -1.46344 1.01504 -3.06885
H -1.65390 5.43240 -2.26890
C 1.36041 1.63593 1.06251
H 1.71000 0.61699 1.28031
H 0.73795 2.00260 1.90098
H 2.20382 2.32859 0.94190
N 0.37771 4.51627 -1.71040
N -1.66638 4.19206 -0.33017
N 1.10328 3.46786 -1.18844
N -1.23184 3.09274 0.37868
C 1.20691 5.48816 -2.12130
C -2.54874 4.88125 0.40676
H 0.77686 6.38355 -2.54184
H -2.98497 5.77656 -0.01474
C 2.51095 5.07819 -1.87681
C -2.69456 4.23847 1.62805
C 2.40854 3.79781 -1.29712
C -1.85310 3.11304 1.58032
H 3.41460 5.61524 -2.06762
H -3.30718 4.52378 2.45944
H 3.20067 3.14546 -0.95816
H -1.66546 2.34047 2.31003
H 1.46304 1.05353 -0.96904
C -1.72782 -3.60651 -1.64759
C -2.16080 -3.07306 -0.28291
C -3.13507 -1.91329 -0.45388
C -2.72646 -4.18479 0.59970
O -1.01376 -2.64832 0.49658
Si -0.04246 -1.33474 0.46983
O -0.90857 -0.01906 0.11609
O 0.67143 -1.34604 1.95864
C 0.50289 -1.99974 3.24096
C -0.80942 -1.58671 3.89307
C 0.51631 -3.50691 3.04995
C 1.69148 -1.54922 4.08856
O 1.18411 -1.55997 -0.60637
C 2.59638 -1.89583 -0.75689
C 3.33487 -0.64421 -1.19513
C 3.22560 -2.42200 0.52332
C 2.67322 -2.96407 -1.84686
H -2.61608 -4.03242 -2.12747
H -0.98346 -4.41065 -1.55315
H -1.36077 -2.80602 -2.30603
H -4.02882 -2.33316 -0.92499
H -3.41676 -1.48358 0.51728
H -2.74332 -1.13097 -1.11730
H -1.97063 -4.97652 0.71534
H -2.98077 -3.76615 1.58511
H -3.62599 -4.62002 0.16190
H -1.67407 -1.96349 3.33030
H -0.85403 -2.05738 4.88138
H -0.86714 -0.50041 4.04562
H 1.44298 -3.84902 2.57182
H 0.46683 -3.96730 4.04160
H -0.36199 -3.84388 2.48688
H 2.63534 -1.86611 3.62390
H 1.67412 -0.45808 4.21376
H 1.66520 -1.99416 5.09031
H 3.32583 0.12214 -0.41062
H 4.38765 -0.88238 -1.38184
H 2.92287 -0.24691 -2.13045
H 2.77216 -3.35935 0.86746
H 4.27639 -2.65641 0.30650
H 3.25021 -1.67289 1.32425
H 2.17562 -3.88318 -1.51392
H 2.21065 -2.59598 -2.77074
H 3.70522 -3.23892 -2.09867
*
```

Values from the calculation:
ΔE to the lowest compared entry with this formula, charge and spin: 4.454 eV
⟨S²⟩: 8.795
calculated total energy: -80488.8230 eV
F_max: 0.087 hartree/bohr

---

Molecular formula: Cl4N4
Method: DFT, wB97M-V/def2-TZVPD

```
! RIJCOSX wB97M-V def2-TZVPD def2/J DEFGRID3
* xyz 0 1
Cl -1.70809 -2.64239 1.08091
N -1.45352 -1.01257 0.29279
N -0.31300 -0.72758 -0.01248
N -0.04381 0.42308 -0.52642
Cl -1.43188 1.57894 -0.45878
N 1.09231 1.03243 -0.45125
Cl 1.47413 1.14027 1.35279
Cl 2.38386 0.20783 -1.27755
*
```

Values from the calculation:
ΔE to the lowest compared entry with this formula, charge and spin: 0.905 eV
calculated total energy: -56043.0762 eV
F_max: 0.094 hartree/bohr

---

Molecular formula: C9H16BBrN2O3P
Method: DFT, wB97M-V/def2-TZVPD

```
! RIJCOSX wB97M-V def2-TZVPD def2/J DEFGRID3
* xyz 1 1
C 1.45167 -0.00078 1.78999
B 0.05359 0.24195 1.14778
O -0.71791 -0.73211 0.60381
C -0.53453 1.73850 1.11464
N 0.31619 2.73149 0.74848
C -0.00980 4.03433 0.69865
Br 1.31167 5.21720 0.18495
C -1.27798 4.42848 1.03957
C -2.18187 3.45085 1.42518
C -1.81389 2.09927 1.46468
P -3.13465 0.99256 2.07109
O -3.80162 1.60257 3.23434
H 1.43069 0.27664 2.84789
H 2.18886 0.66014 1.32098
H 1.78591 -1.03110 1.68121
H -0.69940 -1.50454 1.18904
H 1.27118 2.49715 0.50121
H -1.55874 5.46964 1.01728
H -3.18277 3.73416 1.73132
H -3.93408 0.82466 0.93220
H -2.52151 -0.23198 2.34407
C 1.36556 -2.46249 -1.05032
O 1.65098 -3.08926 -0.04468
N 1.29863 -2.96659 -2.28907
C 0.93996 -2.15901 -3.43732
C 1.59975 -4.37999 -2.47855
H 1.13570 -1.38408 -1.00926
H 0.04060 -2.55000 -3.91536
H 1.74866 -2.15192 -4.16950
H 0.74873 -1.13581 -3.11898
H 0.91542 -4.99530 -1.89558
H 2.61433 -4.59853 -2.14774
H 1.50064 -4.62612 -3.53200
*
```

Values from the calculation:
calculated total energy: -98717.8958 eV
F_max: 0.027 hartree/bohr